(1)
ORCA calculation (ωB97M-V/def2-TZVPD) on a 2-piece molecular cluster, C3H11N overall in a non-equilibrium geometry.

Properties
Spin multiplicity   2
HOMO-LUMO gap (spin up / spin down)   3.0 / 10.3 eV
Energy above the lowest of the compared OMol25 structures with the same formula, charge and spin   0.000 eV
Net charge   -1
HOMO energy (spin up / spin down)   0.053 / -0.220 Ha

Cartesian coordinates (Å):
N  3.069  0.372  -0.024
H  3.737  0.130  0.702
H  2.792  -0.511  -0.453
H  2.240  0.711  0.447
C  -0.844  -0.903  -1.018
C  -1.667  0.005  -0.105
C  -0.847  0.715  0.976
H  -0.800  -1.932  -0.669
H  -1.325  -1.001  -1.998
H  0.164  -0.518  -1.116
H  -2.186  0.715  -0.757
H  -2.494  -0.502  0.408
H  -1.483  1.275  1.610
H  -0.163  1.413  0.479
H  -0.194  0.031  1.517

---

(2)
ORCA calculation (ωB97M-V/def2-TZVPD) on a 5-piece molecular cluster, C3H11N2 overall in a non-equilibrium geometry.

Properties
HOMO-LUMO gap   4.2 eV
Energy above the lowest of the compared OMol25 structures with the same formula, charge and spin   12.877 eV
Net charge   +1
HOMO energy   -0.490 Ha

Cartesian coordinates (Å):
N  -1.823  2.042  3.860
C  -1.978  1.638  5.151
C  0.736  1.734  4.056
N  1.454  1.097  4.758
C  3.908  -0.857  1.683
H  -5.498  -5.713  -24.747
H  -2.925  1.553  3.919
H  -5.654  -4.968  -23.996
H  -3.018  1.630  5.873
H  -1.407  0.683  5.482
H  0.843  2.159  3.074
H  -0.109  2.248  4.641
H  4.813  -0.378  1.152
H  3.177  -0.666  0.753
H  3.778  -0.266  2.581
H  3.704  -1.937  1.760

---

(3)
ORCA calculation (ωB97M-V/def2-TZVPD) on a 2-piece molecular cluster, C3H11N2 overall in a non-equilibrium geometry.

Properties
HOMO-LUMO gap   4.1 eV
Energy above the lowest of the compared OMol25 structures with the same formula, charge and spin   5.553 eV
Net charge   +1
HOMO energy   -0.454 Ha

Cartesian coordinates (Å):
C  -1.930  0.551  0.140
C  0.818  -0.669  0.650
C  2.217  -0.556  0.490
N  2.435  0.404  -0.683
N  -3.193  0.187  -0.383
H  -1.943  0.935  1.156
H  -1.303  1.260  -0.437
H  0.481  -0.742  1.681
H  0.342  -1.227  -0.144
H  2.782  -1.487  0.339
H  2.805  -0.031  1.251
H  2.489  -0.062  -1.591
H  1.551  0.921  -0.730
H  -3.199  -0.247  -1.289
H  -3.987  0.789  -0.243
H  -1.267  -0.335  0.092

---

| no. | energy (hartree) |
| --- | --- |
| 1 | -175.58867 |
| 2 | -229.70917 |
| 3 | -229.97830 |